# 1
ORCA calculation (the ωB97M-V functional and the def2-TZVPD basis) on 2 unconnected molecules or ions with the total composition C4H9N3.

Atoms and positions in Å:
C (0.71, 1.41, -1.01)
C (-0.02, -0.79, 0.36)
C (1.26, -0.44, 0.07)
N (-0.42, -1.75, 1.31)
N (-2.10, 0.45, 0.26)
C (-0.96, 0.03, -0.34)
N (2.43, -0.43, 0.49)
H (0.31, -1.99, 1.97)
H (-0.84, -2.59, 0.93)
H (3.15, -0.34, -0.23)
H (-2.15, 0.46, 1.27)
H (-2.83, 0.90, -0.25)
H (-1.03, -0.02, -1.41)
H (1.33, 1.16, -1.87)
H (1.27, 1.93, -0.24)
H (-0.13, 2.02, -1.33)

Summary:
Gap between HOMO and LUMO in eV: 8.3
Total charge: 0
Energy above the lowest of the compared OMol25 structures with the same formula, charge and spin in eV: 4.451

---

# 2
ORCA calculation (the ωB97M-V functional and the def2-TZVPD basis) on 3 unconnected molecules or ions with the total composition C4H9N3.

Atoms and positions in Å:
C (0.26, 2.05, -1.58)
C (-0.72, -1.77, 2.54)
N (-0.63, -0.31, 0.60)
C (0.59, -0.51, 0.75)
C (-0.09, 0.60, -1.53)
N (1.75, -0.55, 1.06)
N (-0.57, -0.18, -2.36)
H (-1.15, -0.99, 0.06)
H (2.49, -0.22, 0.45)
H (-0.75, 0.19, -3.31)
H (-0.31, 2.59, -0.83)
H (0.06, 2.48, -2.58)
H (1.32, 2.20, -1.35)
H (-0.24, -2.70, 2.26)
H (-0.22, -1.16, 3.29)
H (-1.80, -1.74, 2.53)

Summary:
Gap between HOMO and LUMO (alpha / beta) in eV: 8.2 / 7.9
Total charge: 0
Energy above the lowest of the compared OMol25 structures with the same formula, charge and spin in eV: 6.189

---

# 3
ORCA calculation (the ωB97M-V functional and the def2-TZVPD basis) on a single C4H9N3 molecule.

Atoms and positions in Å:
C (-0.30, 1.50, 1.38)
C (-1.12, 0.67, 0.44)
C (-0.21, 0.00, 1.41)
C (1.01, -1.23, -1.65)
N (-0.72, 0.18, -0.85)
N (0.92, -0.46, 0.70)
N (0.20, -0.92, -0.54)
H (0.52, 1.99, 1.05)
H (-0.81, 1.94, 2.18)
H (-2.17, 0.63, 0.59)
H (-0.52, -0.46, 2.22)
H (0.43, -2.15, -2.03)
H (0.92, -0.39, -2.46)
H (2.01, -1.48, -1.48)
H (-1.52, -0.20, -1.35)
H (1.35, 0.37, 0.39)

Summary:
Gap between HOMO and LUMO in eV: 9.1
Total charge: 0
SMILES: CN1N[C@H]2C[C@H]2N1
Energy above the lowest of the compared OMol25 structures with the same formula, charge and spin in eV: 4.738

---

# 4
ORCA calculation (the ωB97M-V functional and the def2-TZVPD basis) on a molecular structure, C4H9N3.

Atoms and positions in Å:
C (1.63, -0.73, -0.35)
C (1.11, 0.55, 0.22)
N (-0.17, 1.01, -0.35)
N (-0.54, 2.23, -0.05)
N (1.67, 1.21, 1.12)
H (-1.37, 2.45, -0.59)
H (1.15, 2.07, 1.33)
H (2.71, -0.68, -0.40)
H (1.25, -0.91, -1.36)
H (1.35, -1.56, 0.28)
C (-1.34, -0.37, 0.36)
C (-1.64, -1.61, 0.02)
H (-1.13, -2.14, -0.77)
H (-2.39, -2.18, 0.56)
H (-1.79, 0.19, 1.17)
H (-0.50, 0.45, -1.17)

Summary:
Gap between HOMO and LUMO (alpha / beta) in eV: 8.4 / 8.4
Total charge: 0
Energy above the lowest of the compared OMol25 structures with the same formula, charge and spin in eV: 5.458

---

# 5
ORCA calculation (the ωB97M-V functional and the def2-TZVPD basis) on 2 unconnected molecules or ions with the total composition C4H9N3.

Atoms and positions in Å:
C (-0.63, 1.73, 0.14)
C (0.49, 1.18, -1.93)
C (-3.02, 0.54, -0.83)
C (-0.71, 1.11, -1.05)
N (-0.50, 2.33, 1.16)
N (1.04, 0.55, 2.32)
N (-1.82, 0.58, -1.48)
H (1.12, 0.38, -1.87)
H (0.09, 1.28, -3.00)
H (1.07, 2.14, -1.93)
H (-3.90, 0.16, -1.31)
H (-3.19, 0.92, 0.10)
H (1.09, 1.51, 2.62)
H (1.23, -0.02, 3.09)
H (0.10, 0.31, 1.90)
H (-1.87, 0.25, -2.47)

Summary:
Gap between HOMO and LUMO (alpha / beta) in eV: 7.7 / 7.7
Total charge: 0
Energy above the lowest of the compared OMol25 structures with the same formula, charge and spin in eV: 3.367

---

# 6
ORCA calculation (the ωB97M-V functional and the def2-TZVPD basis) on a molecular structure, C4H9N3O.

Atoms and positions in Å:
C (1.89, -2.32, 0.47)
C (0.02, -0.61, -0.02)
C (-0.10, 0.53, -0.58)
C (-0.69, 1.73, 0.20)
H (1.32, -3.16, 1.31)
H (2.63, -2.64, -0.40)
H (2.55, -1.49, 1.27)
H (-0.01, -2.21, 1.65)
H (-1.97, -0.94, 1.33)
H (0.55, 0.76, -1.37)
H (-0.54, 1.84, 1.29)
H (-1.85, 3.49, -2.08)
H (-1.64, 1.79, -1.99)
N (-0.68, -0.90, 1.27)
N (-1.16, 2.92, -0.24)
N (-1.35, 2.69, -1.64)
O (1.03, -1.49, -0.47)

Summary:
Gap between HOMO and LUMO in eV: 7.8
Total charge: 0
Energy above the lowest of the compared OMol25 structures with the same formula, charge and spin in eV: 9.308

---

# 7
ORCA calculation (the ωB97M-V functional and the def2-TZVPD basis) on a single C4H9N3O molecule.

Atoms and positions in Å:
C (1.61, 0.73, -0.65)
C (-1.68, -0.21, 1.29)
N (-0.52, -0.45, 0.41)
C (0.37, 0.98, 0.17)
N (0.17, -1.64, 0.89)
C (0.50, 0.78, -1.65)
N (0.55, 0.41, -2.86)
O (0.13, 1.85, 0.97)
H (0.87, -1.88, 0.19)
H (0.64, -1.36, 1.75)
H (-0.36, 0.48, -3.32)
H (2.26, 1.60, -0.66)
H (2.20, -0.19, -0.49)
H (-0.89, -0.67, -0.52)
H (-2.30, -1.10, 1.36)
H (-2.25, 0.60, 0.85)
H (-1.30, 0.08, 2.27)

Summary:
Gap between HOMO and LUMO in eV: 7.7
Total charge: 0
SMILES: [H]/N=C1/C[C@]1([O-])[N@H+](C)N
Energy above the lowest of the compared OMol25 structures with the same formula, charge and spin in eV: 5.579